ORCA calculation (ωB97M-V/def2-TZVPD) on a molecular structure, C28H34N3NaO5S4Sb2.

## Properties
Net charge ... -2
HOMO ... -0.77 eV
Relative energy (zero: lowest compared OMol25 entry of this formula, charge and spin) ... 14.0 kcal per mole

Structure (XYZ):
```
77
C28H34N3NaO5S4Sb2 | the Open Molecules 2025 dataset | ωB97M-V/def2-TZVPD
Na 0.8558 -0.6219 0.3154
O 3.8832 3.4156 5.3121
C 3.4489 2.8520 4.3225
S 1.8858 3.1755 3.5855
C 1.9949 2.0604 2.2106
C 3.1324 1.3391 2.1309
S 3.6164 0.1581 0.9360
S 4.3215 1.6262 3.4098
S 0.6115 2.0789 1.1508
C -1.0460 3.1507 -1.8289
Sb -0.9259 1.0040 -1.8115
C -0.5102 0.9167 -3.9295
C -3.1096 0.7255 -1.9307
C -3.6277 0.2860 -3.2509
C -3.9113 1.2418 -4.2320
C -4.3474 0.8929 -5.4993
C -4.5197 -0.4473 -5.8155
C -4.2604 -1.4080 -4.8511
C -3.8206 -1.0744 -3.5677
C -3.5489 -2.1605 -2.5814
Sb -1.4494 -2.7167 -2.4763
C -1.8887 -4.5616 -1.4575
C -1.5016 -3.6461 -4.4457
H -1.7766 3.4883 -2.5677
H -0.0597 3.5442 -2.0746
H -1.3071 3.5070 -0.8336
H -1.1909 1.5513 -4.4982
H -0.5652 -0.1051 -4.3057
H 0.5143 1.2732 -4.0580
H -3.5108 1.7070 -1.6698
H -3.3387 0.0340 -1.1220
H -3.7734 2.2888 -3.9818
H -4.5512 1.6634 -6.2337
H -4.8585 -0.7431 -6.8015
H -4.4048 -2.4572 -5.0877
H -4.0961 -3.0658 -2.8551
H -3.8141 -1.8898 -1.5604
H -2.6018 -5.1358 -2.0529
H -2.3277 -4.3291 -0.4894
H -0.9835 -5.1490 -1.3073
H -2.3572 -4.3196 -4.5406
H -0.5830 -4.2149 -4.6020
H -1.5690 -2.8764 -5.2163
N 2.0382 -1.0252 -2.0031
C 2.9572 -0.5610 -2.5260
N 3.9725 -0.0063 -3.1959
C 4.6365 1.1446 -2.5322
C 6.0242 0.7591 -1.9995
C 6.0545 -0.7175 -1.6158
C 5.8350 -1.6144 -2.8413
C 4.9006 -0.9313 -3.8468
H 4.0174 1.4367 -1.6816
H 4.7024 1.9593 -3.2569
H 6.2238 1.3694 -1.1185
H 6.7986 0.9714 -2.7473
H 5.2780 -0.8876 -0.8670
H 6.9971 -0.9672 -1.1245
H 5.4174 -2.5739 -2.5291
H 6.7822 -1.8270 -3.3474
H 4.3238 -1.6501 -4.4287
H 5.4753 -0.3272 -4.5527
O -0.0718 -2.5241 0.8259
C -1.3027 -2.4208 1.0199
O -2.1443 -1.8070 0.3322
C -1.8465 -3.1738 2.2412
C -0.9780 -3.8758 3.0660
C -1.4496 -4.5700 4.1734
C -2.8016 -4.5745 4.4684
C -3.6534 -3.8668 3.6316
C -3.2050 -3.1631 2.5277
N -5.0851 -3.8742 3.9394
O -5.4624 -4.5022 4.9168
O -5.8319 -3.2306 3.2297
H 0.0750 -3.8530 2.8173
H -0.7590 -5.1076 4.8107
H -3.2008 -5.1036 5.3199
H -3.8733 -2.6084 1.8860
```

Results of the Mulliken charge analysis, in e, for atoms 1 through 6:
1. Na 0.659
2. O -0.693
3. C 0.577
4. S -0.205
5. C -0.191
6. C -0.104

***

ORCA calculation (ωB97M-V/def2-TZVPD) on a molecular structure, C21H11F5NO4SeY.

## Properties
Net charge ... 0
HOMO ... -9.18 eV
Relative energy (zero: lowest compared OMol25 entry of this formula, charge and spin) ... 9.1 kcal per mole

Structure (XYZ):
```
44
C21H11F5NO4SeY | the Open Molecules 2025 dataset | ωB97M-V/def2-TZVPD
Y -0.6516 0.7567 0.6402
O 1.5866 -0.1218 0.4728
C 2.3438 -0.1931 1.7369
C 1.2890 -0.1754 2.8858
O 1.6681 -0.2635 4.0290
O 0.0589 -0.0327 2.4921
C 3.1308 -1.4849 1.7885
C 2.8206 -2.5452 0.9456
C 3.5237 -3.7386 1.0382
C 4.5294 -3.8837 1.9801
C 4.8301 -2.8305 2.8329
C 4.1353 -1.6367 2.7386
C 3.2148 1.0513 1.7699
C 4.3397 1.0871 0.9454
C 5.1016 2.2389 0.8425
C 4.7511 3.3665 1.5723
C 3.6404 3.3327 2.4003
C 2.8719 2.1812 2.4994
H 2.1807 0.2494 -0.1913
H 2.0309 -2.4451 0.2140
H 3.2784 -4.5568 0.3738
H 5.0755 -4.8150 2.0519
H 5.6084 -2.9404 3.5763
H 4.3645 -0.8217 3.4122
H 4.6354 0.1974 0.3991
H 5.9741 2.2530 0.2026
H 5.3458 4.2673 1.5005
H 3.3645 4.2073 2.9738
H 2.0150 2.1686 3.1601
Se -3.2503 1.7725 0.9952
C -3.0843 0.0677 0.3771
N -2.4749 -0.8691 0.0383
F -1.8018 4.8851 -4.4700
C -1.3158 4.3479 -3.3503
C -1.2638 2.9708 -3.2024
F -1.7071 2.1623 -4.1611
C -0.7383 2.4708 -2.0335
F -0.7224 1.1024 -1.8440
C -0.2670 3.2451 -0.9716
O 0.1789 2.6538 0.1193
C -0.3404 4.6263 -1.1510
F 0.0805 5.4446 -0.1871
C -0.8542 5.1621 -2.3236
F -0.9067 6.4840 -2.4711
```

Results of the natural (NBO) charge analysis, in e, for atoms 1 through 6:
1. Y 2.086
2. O -0.783
3. C 0.112
4. C 0.790
5. O -0.589
6. O -0.868

***

ORCA calculation (ωB97M-V/def2-TZVPD) on 7 unconnected molecules or ions with the total composition C42H105N7O14.

## Properties
Net charge ... 0
SMILES ... COCCNCCOC.COCCNCCOC.COCCNCCOC.COCCNCCOC.COCCNCCOC.COCCNCCOC.COCCNCCOC
HOMO ... -8.24 eV
Relative energy (zero: lowest compared OMol25 entry of this formula, charge and spin) ... 54.1 kcal per mole

Structure (XYZ):
```
168
C42H105N7O14 | the Open Molecules 2025 dataset | ωB97M-V/def2-TZVPD
C -2.1765 -7.5523 -1.9355
O -1.2938 -8.2456 -1.0824
C -1.1585 -7.6956 0.2233
C -0.6634 -6.2638 0.3295
N -0.1735 -6.0312 1.7144
C 1.0219 -5.2333 1.7618
C 0.9246 -3.8027 1.3113
O -0.1158 -3.0748 2.0369
C -0.0627 -3.2446 3.4370
H -2.0245 -6.4712 -1.8798
H -3.2401 -7.7564 -1.7541
H -1.9840 -7.9114 -2.9474
H -0.3743 -8.3543 0.5987
H -2.0299 -7.8108 0.8788
H -1.4386 -5.5538 0.0338
H 0.2478 -6.1541 -0.2640
H -0.9495 -5.6086 2.2079
H 1.8148 -5.7047 1.1699
H 1.4796 -5.2041 2.7565
H 0.5544 -3.7475 0.2873
H 1.8445 -3.2463 1.4925
H -0.6582 -2.5079 3.9723
H 0.9315 -3.1973 3.8936
H -0.4547 -4.2270 3.7159
C -4.1789 -0.5173 -0.6369
O -3.3512 -1.5760 -1.1207
C -2.9342 -2.3615 0.0257
C -3.8989 -3.4486 0.4653
N -3.9373 -4.5803 -0.4833
C -4.9413 -4.4409 -1.5229
C -4.6201 -5.2924 -2.7546
O -3.4289 -4.9291 -3.4086
C -3.5674 -3.8370 -4.2465
H -3.9422 -0.0554 0.3259
H -5.2421 -0.7549 -0.6838
H -3.9446 0.3012 -1.3237
H -2.5037 -1.6807 0.7620
H -2.0605 -2.9094 -0.3492
H -4.9404 -3.1263 0.4608
H -3.5268 -3.8050 1.4269
H -3.0296 -4.7547 -0.8952
H -4.9897 -3.3889 -1.8458
H -5.9747 -4.6104 -1.2068
H -5.5002 -5.1980 -3.3996
H -4.5274 -6.3309 -2.4386
H -4.3430 -4.0358 -5.0090
H -2.6470 -3.5046 -4.7239
H -3.9716 -2.9133 -3.7955
C 4.1516 0.8569 1.2241
O 4.2008 1.8110 2.2778
C 3.4151 1.3531 3.3735
C 3.1261 2.5176 4.3181
N 4.3745 3.0120 4.8588
C 4.2397 3.9944 5.9228
C 5.5433 4.3530 6.5918
O 6.4101 4.8235 5.5971
C 7.4709 5.5655 6.1316
H 4.7666 1.1697 0.3844
H 3.1164 0.8009 0.8674
H 4.4227 -0.1644 1.5056
H 3.9375 0.5580 3.9188
H 2.5237 0.9478 2.8835
H 2.5884 2.0842 5.1655
H 2.5092 3.2595 3.7967
H 5.0339 3.3137 4.1556
H 3.4790 3.6212 6.6145
H 3.7954 4.9168 5.5158
H 5.9567 3.6276 7.2981
H 5.1854 5.1557 7.2616
H 7.1122 6.2625 6.8928
H 8.1972 5.9764 5.4309
H 8.2186 4.9901 6.7126
C -8.2658 2.3251 2.5813
O -7.2179 2.6784 1.6740
C -6.0907 1.8310 1.7755
C -5.1474 2.3603 2.8521
N -5.4225 1.7959 4.1999
C -4.4628 2.4138 5.1280
C -4.7284 2.0472 6.5859
O -3.5654 2.4446 7.2953
C -3.8646 2.6372 8.6673
H -8.6596 3.1283 3.1989
H -7.9206 1.5229 3.2344
H -9.0681 1.8801 1.9841
H -5.4645 1.9467 0.8849
H -6.2984 0.7592 1.8444
H -5.1972 3.4501 2.8364
H -4.1064 2.2079 2.5217
H -5.1194 0.8286 4.0885
H -4.6346 3.4905 5.0601
H -3.3970 2.2004 4.9953
H -4.9036 0.9617 6.5830
H -5.5999 2.5748 6.9789
H -4.6628 3.3553 8.8547
H -2.9546 2.9291 9.1923
H -4.1135 1.6835 9.1480
C -0.0820 5.3961 -4.1903
O -0.9541 6.0670 -3.2938
C -0.1867 6.8181 -2.3793
C -1.0488 7.4839 -1.2764
N -2.1838 6.6486 -0.8804
C -1.8330 5.3460 -0.3826
C -2.9399 4.3325 -0.3773
O -3.1870 3.8501 -1.6968
C -4.4258 3.2428 -1.8619
H 0.6912 4.7826 -3.7244
H 0.3025 6.1752 -4.8559
H -0.6584 4.7172 -4.8202
H 0.2791 7.6450 -2.9336
H 0.6035 6.2070 -1.9337
H -1.4521 8.4221 -1.6540
H -0.4363 7.7103 -0.4037
H -2.8616 6.6362 -1.6287
H -1.4340 5.4513 0.6305
H -1.0491 4.7907 -0.9293
H -3.8728 4.8779 -0.1543
H -2.8581 3.5407 0.3702
H -4.5354 2.5286 -2.6803
H -5.2373 3.9733 -1.9324
H -4.7055 2.5666 -1.0399
C 3.2803 -1.4582 -5.3508
O 3.9051 -1.4158 -6.6072
C 5.1077 -2.1940 -6.6921
C 6.0214 -1.5092 -7.6910
N 7.1242 -2.3702 -8.0184
C 7.7230 -3.2766 -7.0483
C 8.5505 -2.5417 -6.0067
O 9.8143 -2.0393 -6.4968
C 10.5376 -2.9072 -7.3430
H 3.0111 -2.4900 -5.0898
H 2.3029 -0.9770 -5.3537
H 3.9106 -1.0262 -4.5702
H 4.7982 -3.1710 -7.0690
H 5.5203 -2.1975 -5.6795
H 6.3578 -0.5242 -7.3273
H 5.3320 -1.2153 -8.4920
H 7.7323 -2.0182 -8.7343
H 8.3662 -3.9216 -7.6463
H 7.0138 -3.9707 -6.5997
H 8.8814 -3.3087 -5.2890
H 8.1085 -1.7020 -5.4815
H 10.1280 -3.1050 -8.3329
H 10.7924 -3.7967 -6.7558
H 11.5079 -2.4335 -7.5064
C 1.6411 1.9047 -2.9527
O 1.4896 0.7381 -2.2018
C 0.3201 -0.0153 -2.4703
C 0.2113 -1.0889 -1.3702
N 0.2090 -0.6851 0.0104
C -0.4738 0.5451 0.3603
C -0.3141 0.8969 1.8158
O -1.1201 0.0143 2.5750
C -1.1369 0.3369 3.9378
H 0.7212 2.5152 -2.9381
H 1.8576 1.8241 -4.0232
H 2.3339 2.5642 -2.4283
H 0.4464 -0.5343 -3.4227
H -0.6073 0.5639 -2.4356
H 1.1222 -1.6940 -1.4747
H -0.5744 -1.7938 -1.6772
H 0.0776 -1.4539 0.6517
H -1.5582 0.4903 0.1708
H 0.0457 1.3091 -0.2252
H -0.6274 1.9453 1.8676
H 0.7486 0.7567 2.0277
H -0.1954 0.1096 4.4516
H -1.9431 -0.2011 4.4413
H -1.3647 1.4022 4.0764
```

Results of the Mulliken charge analysis, in e, for atoms 1 through 6:
1. C -0.326
2. O -0.383
3. C -0.837
4. C 0.577
5. N -0.187
6. C -1.320

***

ORCA calculation (ωB97M-V/def2-TZVPD) on a single C2H3NP2 molecule.

## Properties
Net charge ... 0
HOMO ... -8.08 eV
Relative energy (zero: lowest compared OMol25 entry of this formula, charge and spin) ... 53.7 kcal per mole

Structure (XYZ):
```
8
C2H3NP2 | the Open Molecules 2025 dataset | ωB97M-V/def2-TZVPD
C -1.6278 0.7947 0.2755
C -0.3292 -1.2516 -0.0062
N -1.1466 -0.2823 0.1100
P 1.4410 -0.9693 -0.0174
P 1.4038 1.0974 0.0697
H -1.7900 1.6782 -0.3811
H -0.8180 -2.1210 -0.1847
H 2.8668 1.0538 0.1341
```

Results of the natural (NBO) charge analysis, in e, for atoms 1 through 6:
1. C 0.070
2. C -0.462
3. N -0.247
4. P 0.336
5. P -0.143
6. H 0.236